Record 1
# C50H53CrN4O2P2STe2

A molecular structure, C50H53CrN4O2P2STe2 in a non-equilibrium geometry (ωB97M-V/def2-TZVPD, the Open Molecules 2025 dataset).

```
115
C50H53CrN4O2P2STe2 | the Open Molecules 2025 dataset | ωB97M-V/def2-TZVPD
H -19.146 -12.240 -5.755
H -19.721 -8.920 -0.543
H -19.825 -9.218 -10.621
C -18.455 -8.514 -8.526
C -15.621 -13.906 -5.290
P -22.044 -12.457 -2.827
C -19.684 -7.827 -9.022
H -20.195 -11.222 -1.091
C -18.553 -14.439 -0.755
H -21.151 -7.042 -1.300
C -18.023 -13.718 -4.622
S -24.246 -9.961 -8.702
C -17.369 -7.352 -4.045
Te -24.265 -12.537 -3.786
C -22.392 -15.086 1.014
H -22.671 -15.771 1.851
O -22.226 -7.417 -5.608
C -21.789 -8.070 -12.134
H -21.190 -8.927 -12.442
H -23.694 -9.879 -2.915
H -18.266 -6.931 -3.519
C -24.491 -7.806 -5.091
H -20.607 -14.650 -8.920
C -15.543 -5.845 -4.767
H -21.069 -12.299 -8.420
H -14.947 -6.194 -3.938
H -17.188 -3.387 -8.519
P -19.310 -14.181 -3.437
N -25.149 -12.999 -7.081
H -14.615 -14.275 -5.119
C -20.258 -8.275 -10.194
C -21.731 -10.730 -2.568
C -21.499 -14.407 -8.273
C -17.147 -12.477 -6.576
H -24.994 -8.254 -5.945
H -13.005 -4.587 -6.163
H -21.882 -15.325 -2.401
H -16.635 -7.643 -3.315
C -22.260 -12.885 -0.010
H -21.475 -4.325 -7.718
H -21.226 -13.420 -4.751
N -22.591 -9.556 -4.709
C -22.498 -15.331 -7.884
O -23.305 -10.441 -9.778
H -18.892 -15.485 -0.848
H -13.187 -4.840 -4.424
H -22.339 -11.789 0.062
H -25.128 -7.997 -4.179
C -20.788 -10.451 -1.549
H -17.333 -11.798 -7.428
C -15.896 -13.092 -6.404
H -24.521 -15.412 -6.969
C -22.032 -13.452 -1.277
H -16.646 -15.019 -3.717
C -20.610 -9.137 -1.133
C -17.603 -5.791 -6.011
C -21.882 -14.897 -1.375
C -14.988 -4.867 -5.560
H -15.389 -3.593 -7.138
H -22.636 -5.615 -7.164
C -23.852 -13.481 -7.180
C -17.650 -11.803 -0.588
H -24.523 -6.709 -5.335
C -22.613 -9.657 -3.170
N -23.822 -10.099 -7.283
H -18.720 -3.630 -7.713
C -17.766 -4.157 -7.971
H -17.743 -8.288 -4.521
H -25.354 -12.044 -7.133
H -13.617 -3.263 -5.140
H -22.606 -13.254 2.106
H -22.690 -5.993 -10.584
C -22.356 -13.703 1.153
H -18.789 -9.206 -7.723
C -22.290 -8.316 -2.572
H -17.185 -10.776 -0.598
N -22.722 -12.674 -7.159
H -25.879 -13.700 -7.357
H -22.805 -7.484 -3.019
C -20.662 -12.986 -3.900
C -13.629 -4.339 -5.288
C -18.135 -13.923 0.502
H -15.076 -12.872 -7.083
C -21.361 -8.064 -1.641
C -21.931 -15.654 -0.221
H -22.824 -8.398 -12.021
C -17.104 -4.765 -6.804
C -18.192 -12.728 -5.643
C -23.681 -14.855 -7.354
C -16.701 -14.213 -4.476
H -17.362 -12.249 1.498
Cr -22.732 -11.020 -5.959
H -18.101 -4.856 -8.757
C -21.314 -7.610 -10.799
C -16.805 -6.369 -4.996
H -22.996 -4.655 -8.610
C -21.836 -6.492 -10.134
H -21.803 -16.750 -0.267
H -21.837 -7.301 -12.914
C -18.513 -13.633 -1.931
C -15.823 -4.302 -6.501
C -18.041 -12.305 -1.857
C -21.661 -13.098 -7.923
H -17.880 -11.727 -2.748
C -21.400 -6.127 -8.834
H -17.822 -7.843 -7.977
Te -19.683 -6.433 -6.201
C -20.236 -6.754 -8.314
H -22.421 -16.394 -8.030
H -20.251 -12.045 -4.322
H -18.185 -14.584 1.431
C -17.758 -12.625 0.591
C -23.027 -8.305 -5.159
H -17.987 -9.169 -9.266
C -22.195 -5.129 -8.030
```

**M**: 1143.2 g/mol
**Total charge**: -2
**Relative energy (zero: lowest compared OMol25 entry of this formula, charge and spin)**: 0.00 kJ/mol
**F_max**: 3.147 eV Å⁻¹
**Multiplicity**: 6
**Energy**: -135182.056 eV

Here are the Mulliken charges for atoms 1 to 4, given in e: 0.34, 0.28, 0.02, -1.67

---

Record 2
# C50H54F3FeN4O4

A molecular structure, C50H54F3FeN4O4 (ωB97M-V/def2-TZVPD, the Open Molecules 2025 dataset).

```
116
C50H54F3FeN4O4 | the Open Molecules 2025 dataset | ωB97M-V/def2-TZVPD
H 2.864 -2.806 6.604
H -0.188 -3.332 -1.970
C -3.664 -1.093 -0.306
H -5.289 -4.003 1.975
C 2.366 0.345 1.337
H 6.054 -0.544 3.032
Fe 0.744 1.352 -0.556
H -0.891 3.521 2.826
C 0.653 -1.619 5.661
F -1.131 -4.770 -7.441
H -0.240 -2.628 -6.857
H -5.103 1.820 0.104
C 3.470 0.169 2.232
H -5.097 0.854 -3.538
O 0.231 2.660 0.868
H -0.988 -5.131 -3.470
F -0.463 -6.224 -5.983
H -5.002 -0.694 -2.693
N 3.120 1.761 -2.648
H -3.182 2.938 -1.185
H 5.510 2.923 1.859
H 0.603 -3.641 3.803
H 0.832 -0.589 5.972
C -1.175 -5.088 -6.138
C 0.955 -1.129 2.721
C -2.575 6.437 2.531
C -2.629 -4.248 1.637
C 0.634 -0.910 -2.673
C -4.083 0.991 -1.632
C -1.799 0.375 -0.482
C -3.569 -3.342 0.842
C 4.100 1.114 -3.241
C -2.085 5.276 3.131
C 4.786 0.891 1.976
H 4.747 3.068 -5.933
H 3.933 -2.613 5.219
H 4.192 2.708 3.018
H -5.907 0.393 -0.560
H 5.502 -0.577 0.536
C 0.896 0.001 -1.918
C 2.017 -1.281 3.594
H -0.282 -1.644 5.101
C 3.254 -0.638 3.321
C -0.649 -4.188 -3.880
C 0.219 -1.778 -4.944
C 5.838 0.527 3.024
O -1.164 1.353 -0.986
C 3.258 3.411 -4.441
H 1.408 -4.240 5.256
H -4.715 -3.514 -1.018
C 1.108 -0.346 1.579
H -4.543 -2.532 2.616
C 0.235 -1.960 -3.561
H -1.011 -2.415 1.381
H -3.219 7.103 3.091
C 3.069 -2.186 5.731
C -0.101 3.761 0.348
H -2.329 -3.792 2.583
H 3.338 -1.190 6.087
C 4.561 2.411 2.034
H 4.416 0.194 -2.760
C -1.415 5.913 0.487
H 4.654 0.794 -0.201
C 2.674 2.910 -3.243
C -4.459 0.227 -2.911
N 0.211 -0.064 0.615
C 4.288 2.713 -5.019
C 4.725 1.533 -4.419
H 5.539 0.829 4.029
C -3.474 2.335 -2.046
H -5.547 -2.457 1.166
H 6.292 1.002 0.432
C -0.927 4.731 1.073
N 0.923 3.081 -1.514
H 3.849 2.741 1.281
H 0.522 -2.229 6.558
C -4.812 -3.061 1.699
H -2.618 7.651 0.756
H -6.014 1.935 -1.406
H 2.872 4.318 -4.887
C -3.175 0.091 -0.788
H 6.766 1.049 2.786
H -1.729 -4.497 1.072
H -4.430 -5.042 -0.185
C -2.914 -2.021 0.460
C 1.604 3.571 -2.667
C -1.610 -1.713 0.826
C -0.201 -3.187 -3.043
H -2.603 2.217 -2.685
N 0.306 4.087 -0.910
H 0.006 -1.597 2.935
C -0.666 -3.986 -5.256
H 2.333 -3.990 3.769
C -3.983 -4.080 -0.441
H 5.529 0.951 -4.846
H -0.498 5.651 -1.149
H -3.142 -5.183 1.870
O -1.131 6.301 -0.767
H -4.686 -1.357 -0.544
H 4.061 -0.783 4.019
C 1.831 -2.156 4.835
H -2.339 5.037 4.154
C -2.248 6.753 1.230
C 1.524 -3.593 4.385
O 2.428 1.111 0.314
C -0.228 -2.783 -5.787
H 0.555 -0.833 -5.350
C -1.051 -0.519 0.404
F -2.456 -5.407 -5.854
H -3.567 -0.034 -3.482
C -5.352 1.295 -0.820
H -4.236 2.888 -2.600
H 1.244 4.513 -3.055
C 5.334 0.501 0.595
C -1.276 4.437 2.398
H -3.120 -4.262 -1.083
```

**M**: 887.8 g/mol
**Total charge**: 0
**Relative energy (zero: lowest compared OMol25 entry of this formula, charge and spin)**: 0.00 kJ/mol
**F_max**: 0.416 eV Å⁻¹
**Multiplicity**: 6
**Energy**: -109414.119 eV

Here are the Mulliken charges for atoms 1 to 4, given in e: 0.45, 0.56, -0.67, 0.48